Formula: C74H63N2O10
Source: the Open Molecules 2025 dataset
Level of theory: ωB97M-V with the def2-TZVPD basis set

Properties
LUMO in eV: -3.99
Total charge: +1
Maximum force in eV/Å: 4.35
E in Ha: -3719.24814

```
149
C74H63N2O10, DFT ωB97M-V with the def2-TZVPD basis set
C 4.37 -1.91 3.13
C 4.23 -0.38 2.60
O 5.28 0.29 2.46
O 2.90 0.08 2.40
C 2.78 0.91 1.22
C 2.16 2.33 1.71
C 2.64 3.45 0.64
C 2.56 4.95 1.21
C 3.55 5.24 2.45
C 4.76 6.25 2.04
C 6.18 5.58 2.40
C 6.79 5.95 3.78
C 8.15 5.32 4.16
C 8.92 5.58 5.54
N 8.42 4.64 6.61
C 8.80 4.33 3.16
C 8.10 3.98 1.79
C 8.84 2.92 0.87
C 8.39 2.93 -0.67
C 9.38 1.86 -1.43
C 6.88 2.33 -0.91
N 6.85 4.64 1.50
H 3.97 -2.68 2.38
H 3.74 -1.94 4.10
H 5.46 -2.13 3.42
H 3.74 1.02 0.61
H 1.98 0.47 0.51
H 2.48 2.60 2.79
H 1.01 2.20 1.64
H 1.88 3.40 -0.23
H 3.69 3.19 0.25
H 1.49 5.21 1.51
H 2.84 5.64 0.33
H 2.91 5.77 3.26
H 3.92 4.27 2.92
H 4.69 6.62 0.96
H 4.63 7.19 2.71
H 6.24 6.67 4.49
H 10.05 5.37 5.41
H 8.74 6.63 5.93
H 8.30 3.68 6.21
H 7.48 4.97 6.91
H 9.80 3.84 3.40
H 8.77 1.84 1.25
H 9.96 3.18 0.89
H 8.54 3.94 -1.20
H 10.35 1.79 -0.81
H 9.56 2.12 -2.52
H 8.86 0.84 -1.29
H 6.26 3.25 -1.24
H 6.84 1.59 -1.76
H 6.42 1.96 0.07
H 6.37 4.46 0.61
C 7.80 9.30 3.81
C 6.60 9.98 3.63
C 6.36 11.17 4.31
C 7.33 11.68 5.17
C 8.52 10.99 5.37
C 8.76 9.80 4.68
C 9.54 11.50 6.33
O 10.58 10.90 6.50
C 9.25 12.74 7.08
C 10.17 13.20 8.02
C 9.92 14.38 8.72
C 8.76 15.11 8.47
C 7.84 14.65 7.53
C 8.08 13.46 6.84
C 7.08 12.96 5.87
O 6.06 13.60 5.66
H 7.99 8.37 3.28
H 5.84 9.58 2.96
H 5.43 11.70 4.16
H 9.70 9.27 4.82
H 11.08 12.65 8.22
H 10.63 14.73 9.46
H 8.57 16.03 9.01
H 6.93 15.22 7.35
C -1.20 -6.73 -3.29
C -2.42 -6.08 -3.47
C -2.68 -4.89 -2.81
C -1.73 -4.35 -1.95
C -0.52 -5.01 -1.75
C -0.25 -6.20 -2.43
C 0.48 -4.48 -0.80
O 1.55 -5.05 -0.62
C 0.18 -3.23 -0.06
C 1.09 -2.75 0.88
C 0.81 -1.57 1.58
C -0.37 -0.88 1.33
C -1.28 -1.36 0.40
C -1.01 -2.55 -0.29
C -2.01 -3.07 -1.25
O -3.04 -2.46 -1.47
H -1.00 -7.66 -3.82
H -3.17 -6.51 -4.14
H -3.63 -4.39 -2.96
H 0.69 -6.71 -2.29
H 2.01 -3.28 1.08
H 1.52 -1.20 2.31
H -0.58 0.05 1.86
H -2.20 -0.82 0.21
C -6.69 -10.60 -0.87
C -5.52 -9.89 -1.16
C -5.34 -9.32 -2.41
C -6.33 -9.46 -3.39
C -7.48 -10.19 -3.12
C -7.67 -10.75 -1.85
C -8.51 -10.39 -4.16
O -9.53 -11.03 -3.92
C -8.29 -9.82 -5.51
C -9.22 -10.05 -6.52
C -9.02 -9.51 -7.79
C -7.90 -8.73 -8.04
C -6.97 -8.50 -7.04
C -7.15 -9.05 -5.77
C -6.14 -8.84 -4.72
O -5.15 -8.15 -4.94
H -6.83 -11.03 0.11
H -4.76 -9.78 -0.40
H -4.44 -8.76 -2.63
H -8.57 -11.30 -1.62
H -10.10 -10.66 -6.33
H -9.75 -9.70 -8.57
H -7.75 -8.30 -9.03
H -6.09 -7.89 -7.25
C -14.23 -2.41 -6.19
C -14.36 -2.20 -4.82
C -14.04 -3.21 -3.92
C -13.59 -4.44 -4.40
C -13.48 -4.66 -5.77
C -13.79 -3.64 -6.67
C -13.06 -5.98 -6.29
O -12.96 -6.17 -7.49
C -12.77 -7.07 -5.33
C -12.42 -8.34 -5.81
C -12.13 -9.36 -4.91
C -12.18 -9.12 -3.54
C -12.53 -7.87 -3.06
C -12.83 -6.84 -3.96
C -13.24 -5.51 -3.44
O -13.28 -5.30 -2.24
H -14.47 -1.61 -6.89
H -14.72 -1.24 -4.45
H -14.14 -3.04 -2.86
H -13.70 -3.80 -7.74
H -12.38 -8.53 -6.87
H -11.87 -10.35 -5.28
H -11.94 -9.92 -2.84
H -12.57 -7.69 -1.99
```

These are the Löwdin partial charges, in e, on atoms 1 to 8: atom 1 (C): 0.01, atom 2 (C): -0.39, atom 3 (O): 0.03, atom 4 (O): -0.12, atom 5 (C): -0.17, atom 6 (C): -0.14, atom 7 (C): -0.20, atom 8 (C): -0.21